Formula: C2H7N2O2
Source: the OMol25 dataset
Level of theory: ωB97M-V with the def2-TZVPD basis set

**Charge**: +1
**Gap between HOMO and LUMO**: 10.74 eV
**2S+1**: 1
**LUMO level**: -4.2 eV
**Energy above the lowest of the compared OMol25 structures with the same formula, charge and spin**: 267.2 kJ/mol
**E**: -340.07834 Ha

Last columns: bonded neighbours and bond lengths (Å).
Geometry (Å):
1 C -1.751 -0.830 0.537  C2 1.469, N4 1.412, O6 1.563, H8 1.056
2 C -2.410 0.414 0.115  C1 1.469, O5 1.203, O6 1.235
3 N 0.660 1.423 0.026  H7 1.145, H10 1.070, H12 1.052, H13 1.072
4 N -0.768 -1.400 -0.301  C1 1.412, H9 1.097, H11 1.055
5 O -2.100 1.516 -0.254  C2 1.203
6 O -3.133 -0.555 -0.142  C1 1.563, C2 1.235
7 H 0.982 1.389 1.124  N3 1.145
8 H -2.039 -1.316 1.429  C1 1.056
9 H -0.515 -0.689 -1.097  N4 1.097
10 H 0.745 0.467 -0.447  N3 1.070
11 H -0.979 -2.379 -0.632  N4 1.055
12 H -0.366 1.646 -0.023  N3 1.052
13 H 1.322 2.101 -0.475  N3 1.072